Entry from the Open Molecules 2025 dataset: a 16-piece molecular cluster, C96H80N16O32 overall in a non-equilibrium geometry (ωB97M-V/def2-TZVPD).

Summary:
Relative energy (zero: lowest compared OMol25 entry of this formula, charge and spin) = 14.7 kcal/mol
HOMO level = -9.11 eV
LUMO = -1.012 eV

```
! wB97M-V def2-TZVPD RIJCOSX def2/J DEFGRID3
* xyz 0 1
C 0.249 -5.093 -5.941
C 1.379 -5.926 -5.841
C 1.934 -6.160 -4.608
C 1.399 -5.527 -3.527
C 0.274 -4.748 -3.586
C -0.332 -4.533 -4.806
N 1.935 -5.882 -2.207
O 3.076 -6.373 -2.124
O 1.314 -5.640 -1.147
H -0.223 -4.927 -6.888
H 1.881 -6.327 -6.719
H 2.814 -6.792 -4.463
H -0.152 -4.207 -2.743
H -1.198 -3.887 -4.918
C 2.502 -2.058 -5.562
C 3.068 -2.882 -6.520
C 4.286 -3.562 -6.308
C 4.887 -3.453 -5.062
C 4.350 -2.564 -4.123
C 3.213 -1.848 -4.392
N 6.087 -4.217 -4.679
O 6.681 -3.998 -3.582
O 6.440 -5.061 -5.495
H 1.609 -1.463 -5.787
H 2.596 -3.042 -7.477
H 4.779 -4.096 -7.148
H 4.838 -2.498 -3.175
H 2.851 -1.119 -3.692
C 0.149 -3.523 2.588
C 0.828 -2.351 2.764
C 0.244 -1.353 3.546
C -0.958 -1.570 4.137
C -1.546 -2.844 4.134
C -1.022 -3.777 3.318
N -1.679 -0.410 4.776
O -2.833 -0.577 5.208
O -1.073 0.639 4.785
H 0.484 -4.330 2.016
H 1.746 -2.121 2.241
H 0.574 -0.345 3.569
H -2.363 -2.989 4.863
H -1.433 -4.796 3.277
C -3.477 -1.741 0.384
C -3.957 -0.548 0.937
C -3.883 0.617 0.175
C -3.415 0.605 -1.124
C -2.962 -0.607 -1.661
C -2.942 -1.757 -0.911
N -3.307 1.821 -1.927
O -3.477 1.761 -3.131
O -3.129 2.860 -1.307
H -3.605 -2.647 0.989
H -4.371 -0.514 1.923
H -4.075 1.646 0.512
H -2.541 -0.727 -2.667
H -2.454 -2.619 -1.313
C 0.012 1.956 0.445
C 0.730 1.681 -0.734
C 0.958 0.372 -1.107
C 0.454 -0.630 -0.323
C -0.393 -0.354 0.738
C -0.556 0.963 1.201
N 0.504 -2.010 -0.846
O -0.196 -2.852 -0.276
O 1.287 -2.232 -1.762
H -0.020 3.006 0.799
H 1.147 2.528 -1.286
H 1.551 0.186 -1.983
H -0.910 -1.144 1.250
H -1.139 1.074 2.120
C -5.321 2.966 3.372
C -4.002 3.099 3.707
C -3.091 3.600 2.767
C -3.557 4.083 1.540
C -4.880 3.976 1.243
C -5.781 3.350 2.125
N -2.604 4.883 0.742
O -3.110 5.574 -0.119
O -1.398 4.907 0.975
H -6.067 2.666 4.114
H -3.719 2.799 4.724
H -2.022 3.630 2.952
H -5.065 4.432 0.251
H -6.733 3.061 1.793
C 5.262 -4.385 -0.669
C 6.304 -4.670 0.175
C 6.086 -4.877 1.527
C 4.819 -4.606 1.978
C 3.706 -4.278 1.201
C 3.975 -4.212 -0.148
N 4.593 -4.512 3.470
O 5.445 -4.886 4.258
O 3.561 -4.043 3.907
H 5.421 -4.402 -1.713
H 7.308 -4.862 -0.154
H 6.856 -5.157 2.186
H 2.724 -4.008 1.557
H 3.136 -3.934 -0.766
C -8.550 -4.596 5.365
C -8.400 -3.917 4.149
C -7.109 -3.611 3.750
C -6.080 -4.180 4.480
C -6.203 -4.900 5.597
C -7.478 -5.064 6.120
N -4.675 -4.102 3.972
O -4.380 -3.146 3.223
O -3.895 -4.983 4.300
H -9.562 -4.723 5.709
H -9.259 -3.418 3.651
H -6.894 -3.083 2.852
H -5.342 -5.369 6.049
H -7.674 -5.546 7.054
C 3.958 -0.421 3.550
C 4.765 -1.286 2.789
C 4.885 -0.983 1.418
C 4.216 0.117 0.894
C 3.545 1.054 1.684
C 3.387 0.717 2.999
N 4.375 0.406 -0.578
O 4.088 1.543 -0.971
O 4.749 -0.511 -1.268
H 3.696 -0.745 4.565
H 5.278 -2.075 3.303
H 5.453 -1.508 0.706
H 2.989 1.840 1.178
H 2.763 1.304 3.671
C -5.166 7.043 3.267
C -3.934 7.186 3.811
C -2.859 7.588 2.961
C -3.158 7.812 1.606
C -4.434 7.687 1.080
C -5.426 7.245 1.938
N -2.039 8.272 0.706
O -0.936 8.141 1.197
O -2.281 8.761 -0.354
H -5.979 6.694 4.000
H -3.727 6.911 4.853
H -1.834 7.852 3.195
H -4.563 7.825 0.040
H -6.420 6.923 1.599
C -2.345 -5.952 -1.746
C -3.446 -5.477 -2.401
C -4.582 -5.266 -1.616
C -4.518 -5.512 -0.237
C -3.381 -5.913 0.373
C -2.229 -6.173 -0.395
N -5.718 -5.291 0.572
O -6.562 -4.498 0.173
O -5.777 -5.975 1.582
H -1.499 -6.294 -2.358
H -3.397 -5.389 -3.486
H -5.525 -4.960 -2.044
H -3.395 -6.069 1.417
H -1.280 -6.487 0.043
C 1.102 8.001 5.224
C 0.929 8.104 3.834
C 1.456 7.051 3.016
C 2.023 5.927 3.583
C 2.136 5.837 4.965
C 1.659 6.859 5.778
N 2.537 4.841 2.755
O 2.321 4.849 1.540
O 3.098 3.924 3.313
H 0.662 8.809 5.802
H 0.450 9.004 3.407
H 1.367 7.104 1.926
H 2.600 4.942 5.349
H 1.775 6.795 6.871
C -2.664 0.894 -8.449
C -2.838 1.811 -7.416
C -2.404 1.550 -6.123
C -1.805 0.313 -5.867
C -1.607 -0.664 -6.842
C -1.974 -0.297 -8.161
N -1.207 0.053 -4.557
O -0.872 1.029 -3.873
O -1.081 -1.131 -4.222
H -2.891 1.249 -9.441
H -3.221 2.792 -7.654
H -2.476 2.189 -5.253
H -0.977 -1.532 -6.700
H -1.758 -0.906 -9.004
C 7.142 -0.549 -3.655
C 8.144 -1.374 -4.144
C 8.209 -1.763 -5.494
C 7.312 -1.250 -6.370
C 6.382 -0.268 -5.885
C 6.238 -0.033 -4.559
N 7.564 -1.542 -7.753
O 6.883 -0.886 -8.519
O 8.359 -2.411 -8.094
H 6.953 -0.560 -2.583
H 8.703 -1.939 -3.403
H 8.882 -2.527 -5.834
H 5.684 0.069 -6.653
H 5.355 0.466 -4.288
C 0.266 4.792 -2.223
C 1.552 5.080 -1.830
C 2.638 4.405 -2.354
C 2.342 3.490 -3.383
C 1.069 3.191 -3.825
C -0.006 3.890 -3.237
N 3.483 2.584 -3.839
O 4.628 3.007 -3.846
O 3.198 1.459 -4.200
H -0.558 5.351 -1.762
H 1.750 5.861 -1.108
H 3.711 4.557 -2.169
H 0.879 2.468 -4.579
H -1.021 3.787 -3.554
C -1.553 4.517 8.018
C -1.024 3.239 8.102
C -0.424 2.704 6.909
C -0.290 3.485 5.744
C -1.003 4.664 5.643
C -1.592 5.191 6.766
N 0.512 2.992 4.632
O 0.329 3.455 3.531
O 1.250 2.072 4.924
H -1.932 4.973 8.951
H -1.072 2.662 9.011
H 0.080 1.742 6.912
H -0.854 5.247 4.733
H -2.078 6.152 6.666
*
```